ORCA calculation (ωB97M-V with the def2-TZVPD basis set) on a molecular structure, C45H45BFI2N13O6Sc in a non-equilibrium geometry.

## Properties
Energy, eV: -119351.3387
Spin multiplicity: 2
Frontier orbital gap (spin up / spin down), eV: 6.35 / 4.15

XYZ file:
```
114
Properties=species:S:1:pos:R:3:forces:R:3:lowdin_spin:R:1
Sc -0.22163 0.83363 0.17512 -0.19 0.30 1.61 0.00
C -3.25635 -0.71778 -1.41781 0.83 0.36 0.37 0.00
C -2.35778 -1.58138 -0.55865 -2.21 -1.52 1.00 0.00
C -2.68812 -2.80275 0.15027 1.99 0.82 0.64 0.00
C -1.49045 -3.11901 0.84698 -0.56 1.01 -2.09 0.00
N -0.49048 -2.24258 0.48011 -2.56 0.44 0.25 0.00
N -1.15508 -1.18372 -0.25874 2.81 -1.66 -0.32 0.00
B 1.02119 -2.67285 0.32969 0.12 -1.44 0.71 0.00
N 1.87841 -1.46134 -0.06952 2.17 0.34 -1.15 0.00
C 3.14347 -1.63442 -0.57984 -1.56 -0.07 -0.39 0.00
C 3.46485 -0.63914 -1.44998 -0.59 1.11 0.65 0.00
C 2.42518 0.31207 -1.27811 0.85 -0.81 0.29 0.00
C 2.37646 1.70425 -1.83567 0.12 0.41 1.10 0.00
N 1.50262 -0.20445 -0.43047 -0.04 0.38 -1.37 0.00
N 1.63625 -3.23500 1.64624 -0.34 0.23 2.22 0.00
C 1.09401 -3.59420 2.86777 -0.34 -0.16 -1.05 0.00
C 2.08415 -3.71014 3.83727 0.62 0.49 -1.41 0.00
C 3.27107 -3.39460 3.09495 -0.58 0.09 -2.15 0.00
C 4.72364 -3.37343 3.49718 -0.79 1.05 1.07 0.00
N 2.96154 -3.09672 1.80203 0.89 -0.52 1.59 0.00
N 1.11779 -3.93629 -0.69729 -0.62 0.17 -2.09 0.00
C 0.76389 -3.90930 -2.06836 0.01 -0.86 1.61 0.00
C 0.46919 -5.20873 -2.46031 -0.82 1.12 0.35 0.00
C 0.65026 -6.02488 -1.30626 2.35 2.75 0.69 0.00
C 0.83853 -7.49032 -1.38443 -2.39 -0.81 0.30 0.00
N 1.10563 -5.24526 -0.27389 -1.10 -0.25 -0.94 0.00
H -4.01397 -1.20801 -2.01434 -0.03 -0.60 0.20 0.00
H -2.59684 -0.22324 -2.13640 -0.27 0.25 0.16 0.00
H -3.76344 0.02303 -0.79018 0.13 0.07 -0.15 0.00
H -3.62670 -3.34129 0.22163 0.21 0.24 -0.19 0.00
H -1.31199 -3.95464 1.50470 0.16 -0.07 -0.31 0.00
H 3.73238 -2.43730 -0.27745 0.45 -1.43 0.24 0.00
H 4.37667 -0.56193 -2.01779 -0.04 0.20 0.06 0.00
H 1.64906 1.71762 -2.63857 -0.01 0.33 -0.28 0.00
H 3.39049 2.05416 -2.18141 -1.12 -0.48 0.38 0.00
H 2.00909 2.38248 -1.00937 0.41 -0.48 -1.02 0.00
H 0.04962 -3.88496 2.83329 0.25 0.29 0.70 0.00
H 2.02269 -3.91101 4.90445 -0.19 -0.15 -0.48 0.00
H 4.84362 -4.07186 4.30279 0.27 -0.58 0.40 0.00
H 4.89772 -2.38902 3.98183 0.31 -0.37 -0.46 0.00
H 5.47540 -3.57733 2.73565 -0.44 0.13 -0.20 0.00
H 0.77924 -3.02025 -2.69306 -0.10 0.02 0.49 0.00
H -0.06491 -5.45105 -3.38692 0.77 -0.14 0.27 0.00
H 1.58597 -7.93473 -0.73043 -0.14 0.26 0.10 0.00
H 1.06384 -7.69434 -2.41840 0.32 -0.37 -0.27 0.00
H -0.18758 -7.96097 -1.21774 1.35 0.11 0.05 0.00
C 3.08962 4.38109 0.24366 -1.55 0.31 -0.73 0.00
C 3.16480 3.34530 1.29391 0.29 -0.74 1.23 0.00
C 4.43196 3.10455 1.83533 -0.25 -0.80 0.31 0.00
C 4.58912 2.28921 2.96098 -0.48 0.15 -0.33 0.00
C 3.45056 1.93020 3.67029 0.22 -0.06 0.34 0.00
C 2.14975 2.30713 3.23236 0.63 -1.09 -0.63 0.00
C 1.01723 2.04302 4.17808 -0.30 0.29 0.54 0.00
C 1.99471 2.75468 1.89905 1.65 0.31 0.41 0.00
N 0.81374 2.59179 1.10171 -1.56 1.03 0.49 0.00
C -0.13701 3.58023 1.19530 1.18 0.71 -0.36 0.00
O -0.12906 4.59985 1.91076 -0.32 -1.75 -1.07 0.00
C -1.21512 3.45805 0.07614 -0.82 0.41 1.10 0.00
C -2.34373 4.27074 0.17081 0.28 1.07 0.18 0.00
C -3.34557 4.13999 -0.77699 -0.01 0.33 1.49 0.00
C -3.12966 3.31939 -1.86689 0.18 0.30 1.11 0.00
C -1.98744 2.55121 -1.93754 -0.13 1.13 1.30 0.00
N -1.11550 2.54648 -0.89171 0.58 -0.04 -1.24 0.00
C -1.75647 1.94676 -3.27933 -2.39 -1.63 1.63 0.04
O -2.79202 1.71780 -3.91614 0.69 0.30 -0.74 0.07
N -0.50738 1.72487 -3.60658 1.80 0.94 -3.76 0.28
C -0.28715 1.52353 -4.98007 0.39 -1.00 2.21 0.15
C 0.42706 2.50705 -5.73027 -0.05 -0.06 -1.88 0.12
C 0.97202 3.70875 -5.07075 0.68 1.29 -0.49 0.01
C 0.54313 2.35178 -7.13325 -0.44 -1.46 0.73 0.00
C 0.14368 1.14043 -7.76242 -0.12 -0.21 2.38 0.18
C -0.41053 0.10629 -6.95741 0.12 2.80 0.80 0.00
C -0.65143 0.29287 -5.59705 0.31 -1.70 -1.52 0.11
C -1.11180 -0.93128 -4.81759 -0.94 1.17 0.45 0.01
H 3.50310 4.09723 -0.71123 0.46 -0.09 -0.29 0.00
H 3.54708 5.30141 0.59195 0.14 0.07 -0.02 0.00
H 2.02961 4.59971 0.04916 0.25 0.18 -0.05 0.00
H 5.34352 3.45127 1.35058 -0.36 0.29 -0.10 0.00
H 5.59189 1.97937 3.24961 -0.29 0.02 0.16 0.00
H 3.58860 1.28487 4.57677 -0.46 0.89 -0.71 0.00
H 0.80475 0.97502 4.24697 0.02 -0.02 0.14 0.00
H 0.09400 2.55029 3.86955 0.23 -0.05 0.04 0.00
H 1.30089 2.43431 5.19381 -0.32 -0.43 -0.92 0.00
H -2.38475 5.07022 0.94318 0.07 -1.02 -0.45 0.00
H -4.28077 4.66933 -0.53952 0.40 -0.20 -0.79 0.00
H -3.84430 3.29404 -2.62509 -0.81 -0.24 -1.23 0.00
H 0.40844 3.96166 -4.18152 -0.11 0.13 0.09 0.00
H 0.95629 4.58555 -5.80207 0.27 -1.12 1.10 0.00
H 2.01300 3.49843 -4.72177 -0.62 0.31 -0.38 0.01
H 0.98856 3.08884 -7.77042 0.24 0.54 0.15 0.00
H 0.35159 0.89348 -8.78088 0.00 0.37 -0.60 0.01
H -0.78140 -0.74910 -7.40871 -0.27 -1.71 -0.79 0.00
H -1.60512 -1.70156 -5.45254 0.73 0.56 0.30 0.00
H -0.25418 -1.33854 -4.23700 -0.78 0.15 -0.25 0.00
H -1.91978 -0.51814 -4.16503 0.72 -0.76 -0.01 0.01
I 1.24884 -1.43735 7.16732 0.89 -0.04 0.09 0.00
I 3.95708 -1.64324 7.45531 -0.91 0.06 -0.14 0.00
F -6.66451 -0.97141 1.68920 0.77 0.94 0.83 0.00
C -5.97205 -0.28582 2.65747 -0.31 -0.83 -0.58 0.00
C -4.63872 -0.28933 2.69848 -0.48 0.00 0.62 0.00
N -3.90560 0.25232 3.73999 0.63 -0.11 -1.33 0.00
C -2.43226 0.13102 3.66008 0.30 0.88 0.67 0.00
C -1.67755 0.48035 2.29171 -0.95 0.16 0.86 0.00
O -2.21343 1.10400 1.32193 0.20 -0.54 0.67 0.00
O -0.48724 0.08695 2.21869 -0.09 0.03 -0.03 0.00
C -4.52959 0.94839 4.75541 1.54 1.75 1.62 0.00
O -3.93270 1.61453 5.63070 -1.05 -1.75 -1.85 0.00
N -5.89480 0.89280 4.70722 -1.22 0.53 0.50 0.00
C -6.72944 0.37093 3.69609 -0.79 0.40 0.37 0.00
O -7.93544 0.50951 3.73051 0.67 -0.12 0.12 0.00
H -4.08351 -0.75077 1.92663 0.58 -0.47 -0.64 0.00
H -2.13498 -0.88526 3.93720 -0.05 0.03 -0.28 0.00
H -2.08991 0.77042 4.52198 0.11 -0.34 -1.15 0.00
H -6.38127 1.44540 5.44337 0.60 -0.67 -0.87 0.00
```
Positions in Å, forces in eV/Å.